[1]
DFT (ωB97M-V/def2-TZVPD) results for C39H43As2ClSi2W as an isolated structure in a non-equilibrium geometry.

Properties
Total charge: +2
ΔE to the lowest compared entry with this formula, charge and spin in kcal per mole: 0.0
Highest occupied orbital energy (alpha / beta) in eV: -12.3 / -12.0
Maximum force in eV Å⁻¹: 5.31
⟨S²⟩: 2.01
Spin multiplicity: 3

Last column: Löwdin spin population.
Atoms and positions in Å:
C (1.27169, -3.15012, 3.11408)  0.004
C (1.97052, -1.90327, 2.97407)  0.013
C (1.04314, -0.85590, 3.21215)  0.057
H (3.03468, -1.79810, 2.80132)  0.002
C (-0.23108, -1.43334, 3.49512)  0.084
C (-0.07822, -2.85927, 3.46070)  0.003
H (-0.82090, -3.58045, 3.76597)  0.001
H (1.71250, -4.13890, 3.07988)  0.002
H (1.27007, 0.19637, 3.23939)  0.009
H (-1.15440, -0.90725, 3.70962)  0.013
W (0.33622, -2.05486, 1.41793)  1.412
Si (-0.71240, 3.39844, -0.73712)  0.007
C (-0.13355, 4.15956, -2.36258)  0.001
C (-0.98147, 4.14651, -3.49184)  0.001
H (-1.92983, 3.60583, -3.44358)  0.000
C (-0.60629, 4.81514, -4.66325)  0.000
H (-1.26201, 4.80629, -5.54443)  0.000
C (0.62590, 5.47786, -4.71388)  0.001
H (0.91526, 5.99932, -5.62326)  0.000
C (1.50490, 5.43358, -3.62675)  0.000
H (2.49282, 5.89635, -3.68706)  0.000
C (1.12978, 4.77260, -2.44957)  0.001
H (1.81834, 4.72597, -1.60039)  0.000
C (-2.35356, 4.24626, -0.43085)  0.001
C (-2.32521, 5.65168, -0.39799)  0.000
H (-1.35889, 6.14909, -0.45663)  0.000
C (-3.49533, 6.40915, -0.26419)  0.000
H (-3.45278, 7.50081, -0.20894)  0.000
C (-4.72674, 5.74945, -0.12276)  0.000
H (-5.64044, 6.33542, 0.01199)  0.000
C (-4.75668, 4.34238, -0.07646)  0.000
H (-5.70144, 3.83533, 0.13177)  0.000
C (-3.57686, 3.60348, -0.21276)  0.000
H (-3.58487, 2.51687, -0.12718)  0.000
H (0.17517, 3.82423, 0.37267)  0.002
Si (-0.12207, 0.84967, -0.35810)  0.035
C (-0.75403, 1.02820, 1.39792)  0.026
C (-0.06041, 1.95238, 2.21445)  0.009
H (0.99225, 2.17340, 2.00975)  0.000
C (-0.73046, 2.68984, 3.18556)  0.003
H (-0.18891, 3.46852, 3.71840)  0.000
C (-2.10912, 2.50258, 3.36956)  0.013
H (-2.67506, 3.14569, 4.05856)  0.001
C (-2.79715, 1.51713, 2.66595)  0.001
H (-3.88459, 1.39863, 2.79811)  0.000
C (-2.10532, 0.75529, 1.71486)  0.021
H (-2.64009, -0.01281, 1.16829)  0.004
C (1.72856, 0.93362, -0.61859)  0.014
C (2.79799, 0.90352, 0.29523)  0.013
H (2.68594, 0.48757, 1.30334)  0.006
C (4.03892, 1.44312, -0.07893)  0.001
H (4.84616, 1.49949, 0.65284)  0.000
C (4.23490, 1.98290, -1.35753)  0.003
H (5.16119, 2.48934, -1.62280)  0.000
C (3.22309, 1.89598, -2.30635)  0.001
H (3.33764, 2.34167, -3.30163)  0.000
C (2.01038, 1.30748, -1.95758)  0.002
H (1.23465, 1.23900, -2.72763)  0.000
H (-0.87649, 1.61077, -1.36402)  0.002
Cl (-0.72494, -1.06464, -1.17548)  0.033
C (3.70267, -3.75377, 0.77042)  0.001
As (1.96901, -3.17994, 0.05068)  0.060
C (2.46115, -2.52118, -1.71289)  0.031
C (1.23699, -5.04931, -0.25823)  0.001
C (2.02078, -6.09940, -0.74114)  0.000
C (1.46229, -7.37550, -0.91216)  0.000
C (0.11796, -7.60472, -0.59550)  0.000
C (-0.67777, -6.53568, -0.13530)  0.000
C (-0.11856, -5.26915, 0.03717)  0.002
As (-1.22830, -3.72155, 0.71757)  0.066
C (-2.32576, -4.72946, 1.97625)  0.006
C (-2.53642, -3.68308, -0.74165)  0.027
H (4.25478, -2.87231, 1.11038)  0.000
H (4.22207, -4.23683, -0.06566)  -0.001
H (3.55885, -4.45461, 1.59905)  0.000
H (3.04132, -3.33018, -2.17414)  0.002
H (1.55430, -2.29130, -2.28271)  0.000
H (3.05986, -1.61084, -1.55842)  0.000
H (3.07480, -5.94017, -0.99442)  0.000
H (2.07855, -8.19965, -1.26901)  0.000
H (-0.31758, -8.60177, -0.72474)  0.000
H (-1.73791, -6.70681, 0.08731)  0.000
H (-1.69741, -5.44226, 2.51347)  0.000
H (-2.76887, -3.99243, 2.64735)  0.000
H (-3.09547, -5.23779, 1.39412)  0.000
H (-2.04451, -3.77673, -1.71458)  0.001
H (-3.23986, -4.50188, -0.58142)  0.002
H (-3.06803, -2.73653, -0.67121)  0.000

=====

[2]
DFT (ωB97M-V/def2-TZVPD) results for C39H43AuN8O4Te as an isolated structure in a non-equilibrium geometry.

Properties
Total charge: +1
ΔE to the lowest compared entry with this formula, charge and spin in kcal per mole: 155.1
Highest occupied orbital energy (alpha / beta) in eV: -10.0 / -10.0
Maximum force in eV Å⁻¹: 1.73
⟨S²⟩: 0.81
Spin multiplicity: 2

Last column: Löwdin spin population.
Atoms and positions in Å:
Au (-0.27473, 1.56237, -1.04383)  0.017
O (4.67838, -2.08089, -4.48011)  0.000
C (3.29698, -2.36441, -4.59450)  -0.008
C (2.51829, -1.33624, -3.82183)  0.016
C (1.22791, -1.62106, -3.33446)  0.237
C (0.50688, -0.59472, -2.74896)  0.017
N (0.96407, 0.62695, -2.51035)  0.198
C (2.33925, 0.89226, -2.74486)  0.028
C (3.02375, -0.09583, -3.60584)  0.205
C (2.87149, 2.11741, -0.49797)  0.021
C (4.06611, 3.02943, -0.57999)  0.008
C (3.68231, 4.46729, -0.52760)  0.001
C (4.71324, 5.51666, -0.78732)  0.000
O (5.66730, 5.05445, -1.71610)  0.000
C (2.43296, 4.79450, -0.10135)  0.005
C (1.50672, 3.79453, 0.22329)  -0.006
N (1.70691, 2.50565, -0.08509)  0.026
H (5.17121, -2.67361, -5.05521)  0.000
H (3.07641, -3.36328, -4.20173)  -0.001
H (2.97756, -2.33888, -5.64374)  -0.003
H (0.78464, -2.59524, -3.48025)  0.013
H (-0.52523, -0.76422, -2.46794)  -0.003
H (3.96598, 0.19684, -4.04320)  0.009
H (4.79613, 2.82755, 0.21783)  0.000
H (5.19423, 5.74856, 0.17521)  0.000
H (4.22172, 6.42850, -1.14296)  0.000
H (6.34301, 5.72895, -1.83957)  0.000
H (2.13226, 5.82861, 0.00256)  0.000
H (0.53716, 4.02283, 0.64929)  0.000
C (5.50496, -0.03735, -1.72267)  0.016
N (4.53564, 1.01765, -1.56741)  0.065
C (4.68365, 2.40226, -1.88986)  0.008
C (3.68247, 2.83243, -2.97120)  0.001
N (2.60588, 2.23238, -3.24700)  0.024
C (3.17922, 0.85614, -1.24139)  0.089
H (6.44282, 0.38865, -2.07347)  0.000
H (5.17719, -0.79804, -2.43558)  0.006
H (5.67791, -0.52464, -0.75895)  0.004
H (5.70158, 2.70380, -2.10489)  -0.001
H (3.85696, 3.80470, -3.42987)  0.003
H (2.91859, -0.08810, -0.76992)  -0.003
O (0.47124, -0.36886, 0.49750)  0.002
N (0.48817, 0.24245, 1.61333)  0.000
C (1.59684, 0.60178, 2.19228)  0.001
C (2.91229, 0.33832, 1.69750)  0.000
N (3.96136, 0.10521, 1.27887)  0.006
C (1.53072, 1.35768, 3.40248)  0.000
N (1.54148, 2.00946, 4.35056)  0.000
C (-3.34977, 3.41028, -0.45498)  0.000
C (-3.01105, 1.95604, -0.29743)  0.000
O (-3.78597, 1.05322, -0.69812)  0.000
N (-1.89897, 1.59269, 0.35160)  -0.001
Te (-2.17102, -0.46977, 0.21545)  0.000
C (-4.05310, -1.58863, 0.18528)  0.000
C (-4.25041, -2.25187, -1.03370)  0.000
C (-3.42359, -1.94891, -2.25926)  0.000
C (-5.23877, -3.22730, -1.10938)  0.000
C (-6.02955, -3.54169, -0.01410)  0.000
C (-7.05562, -4.63731, -0.08441)  0.000
C (-5.87207, -2.80191, 1.14918)  0.000
C (-4.90770, -1.80622, 1.26801)  0.000
C (-4.85909, -0.98417, 2.52326)  0.000
C (-1.77472, -1.06046, 2.22174)  0.000
C (-1.23101, -2.35604, 2.27427)  0.000
C (-1.22333, -3.26242, 1.07152)  0.000
C (-0.61151, -2.77584, 3.44412)  0.000
C (-0.53613, -1.95435, 4.56091)  0.000
C (0.23803, -2.37705, 5.77595)  0.000
C (-1.17001, -0.72068, 4.51452)  0.000
C (-1.78101, -0.24847, 3.36097)  0.000
C (-2.40303, 1.11810, 3.38558)  0.000
H (-4.42528, 3.51666, -0.56587)  0.000
H (-2.86182, 3.81150, -1.34300)  0.000
H (-2.99853, 3.96337, 0.41344)  0.000
H (-3.29641, -0.87066, -2.36829)  0.000
H (-3.92162, -2.32416, -3.15212)  0.000
H (-2.43854, -2.42268, -2.19680)  0.000
H (-5.37987, -3.76334, -2.04105)  0.000
H (-6.99930, -5.16964, -1.03193)  0.000
H (-8.05876, -4.22220, 0.02159)  0.000
H (-6.90646, -5.35172, 0.72553)  0.000
H (-6.51653, -3.00911, 1.99645)  0.000
H (-5.82077, -1.02207, 3.03318)  0.000
H (-4.63893, 0.05358, 2.27808)  0.000
H (-4.10101, -1.35275, 3.21308)  0.000
H (-2.22851, -3.38415, 0.66301)  0.000
H (-0.84047, -4.24623, 1.33805)  0.000
H (-0.57582, -2.84579, 0.29304)  0.000
H (-0.14836, -3.75553, 3.46684)  0.000
H (0.87792, -3.22880, 5.55286)  0.000
H (-0.43473, -2.65774, 6.58793)  0.000
H (0.85826, -1.55387, 6.13097)  0.000
H (-1.15455, -0.08054, 5.38901)  0.000
H (-3.06488, 1.20347, 4.24832)  0.000
H (-2.96278, 1.31905, 2.47945)  0.000
H (-1.63472, 1.88520, 3.48349)  0.000

=====

- The lowest spin multiplicity belongs to which entry?
  C39H43AuN8O4Te

=====

- Which formula does entry 1 have?
  C39H43As2ClSi2W